Record 1
This record from the OMol25 dataset describes a molecular structure, C10H12CeO5. The level of theory is ωB97M-V/def2-TZVPD.

Computed properties:
* DFT total energy: -33694.5847 eV
* highest occupied orbital energy (alpha / beta): -0.739 / -0.739 Eh
* max |F|: 0.184 hartree/bohr
* orbital gap (alpha / beta): 5.167 / 5.119 eV

ORCA input file:
```
! RIJCOSX wB97M-V def2-TZVPD def2/J DEFGRID3
* xyz 3 2
Ce -0.21 -0.17 -1.89
O 0.09 3.40 -0.61
C -0.03 2.37 -1.12
C -0.30 -2.67 -0.83
O -0.33 -3.63 -0.19
C 2.14 -0.13 -1.45
O 3.24 -0.09 -1.06
C -2.53 -0.06 -0.77
O -3.57 0.06 -0.27
C -0.16 0.56 -4.09
H -1.06 1.15 -4.33
H 0.80 1.06 -4.29
C -0.23 -0.90 -4.16
H 0.68 -1.45 -4.46
H -1.17 -1.36 -4.50
C -0.42 0.65 3.35
C 0.86 -0.20 3.40
C 1.03 -0.79 2.02
O 0.16 -0.04 1.10
C -0.66 0.91 1.86
H -1.27 0.11 3.78
H -0.31 1.55 3.96
H 0.83 -0.94 4.20
H 1.72 0.42 3.65
H 2.05 -0.68 1.67
H 0.72 -1.84 1.96
H -1.68 0.75 1.54
H -0.42 1.93 1.52
*
```



Record 2
This record from the OMol25 dataset describes a single C10H12ClNO4 molecule. The level of theory is ωB97M-V/def2-TZVPD.

Computed properties:
* DFT total energy: -32767.7937 eV
* highest occupied orbital energy: -0.316 Eh
* max |F|: 0.013 hartree/bohr
* orbital gap: 9.245 eV
* SMILES: NC(=O)OC[C@@H](O)COc1ccc(Cl)cc1
* relative energy (zero: lowest compared OMol25 entry of this formula, charge and spin): 0.00 kJ/mol

ORCA input file:
```
! RIJCOSX wB97M-V def2-TZVPD def2/J DEFGRID3
* xyz 0 1
N 2.15 -0.77 -4.00
C 1.29 0.11 -3.44
O 1.37 1.31 -3.59
O 0.36 -0.52 -2.72
C -0.69 0.27 -2.15
H -1.38 -0.46 -1.73
H -1.18 0.85 -2.94
C -0.21 1.23 -1.04
O 0.05 2.52 -1.51
H 0.61 2.43 -2.31
C -1.32 1.36 0.02
O -1.62 0.12 0.61
C -0.92 -0.32 1.70
C -0.74 -1.70 1.80
C -0.11 -2.25 2.90
C 0.33 -1.43 3.91
C 0.16 -0.06 3.84
C -0.46 0.50 2.73
H -0.60 1.57 2.70
H 0.50 0.58 4.64
Cl 1.12 -2.11 5.30
H 0.03 -3.32 2.97
H -1.10 -2.32 1.00
H -1.01 2.12 0.75
H -2.24 1.71 -0.46
H 0.68 0.78 -0.56
H 2.02 -1.76 -3.85
H 2.91 -0.44 -4.56
*
```



Record 3
This record from the OMol25 dataset describes a molecular structure, C10H12F3Hg. The level of theory is ωB97M-V/def2-TZVPD.

Computed properties:
* DFT total energy: -22890.9804 eV
* highest occupied orbital energy (alpha / beta): -0.293 / -0.334 Eh
* max |F|: 0.012 hartree/bohr
* orbital gap (alpha / beta): 8.510 / 8.101 eV

ORCA input file:
```
! RIJCOSX wB97M-V def2-TZVPD def2/J DEFGRID3
* xyz 0 2
Hg 0.32 0.19 0.45
C -1.95 -3.45 0.82
C -1.74 -2.55 -0.37
C -0.67 -2.75 -1.23
C -0.45 -1.92 -2.32
C 0.72 -2.15 -3.24
C -1.34 -0.88 -2.55
C -2.43 -0.65 -1.71
C -3.37 0.49 -1.97
C -2.61 -1.50 -0.62
H -1.44 -3.05 1.70
H -1.56 -4.45 0.64
H -3.01 -3.53 1.07
H 0.00 -3.58 -1.05
H 1.56 -1.51 -2.96
H 0.46 -1.91 -4.27
H 1.06 -3.18 -3.20
H -1.20 -0.24 -3.42
H -2.97 1.42 -1.57
H -4.34 0.32 -1.50
H -3.53 0.64 -3.04
H -3.47 -1.34 0.03
F 3.03 1.91 1.24
C 1.78 1.96 1.70
F 1.78 1.69 3.00
F 1.28 3.17 1.50
*
```



Record 4
This record from the OMol25 dataset describes a single C10H12FN molecule. The level of theory is ωB97M-V/def2-TZVPD.

Computed properties:
* DFT total energy: -14769.8084 eV
* highest occupied orbital energy: -0.313 Eh
* max |F|: 0.075 hartree/bohr
* orbital gap: 9.477 eV
* SMILES: Cc1ccc([C@]2(F)C[C@@H]2N)cc1
* relative energy (zero: lowest compared OMol25 entry of this formula, charge and spin): 187.59 kJ/mol

ORCA input file:
```
! RIJCOSX wB97M-V def2-TZVPD def2/J DEFGRID3
* xyz 0 1
C -2.28 -3.08 0.77
C -1.31 -1.95 0.65
C -1.67 -0.86 -0.12
C -0.78 0.26 -0.24
C 0.57 0.20 0.19
C 0.91 -0.91 0.87
C 0.00 -1.94 1.19
C 1.53 1.28 0.12
C 1.24 2.71 0.23
C 1.64 2.08 -1.13
H -2.57 -3.04 1.83
H -1.90 -4.15 0.68
H -3.19 -2.92 0.09
H -2.74 -0.72 -0.61
H -1.33 1.27 -0.32
H 1.95 -0.96 1.25
H 0.45 -2.82 1.75
H 2.00 3.40 0.50
H 0.23 3.16 0.17
H 2.71 2.35 -1.37
H 0.84 1.02 -2.76
H 0.37 2.72 -2.51
N 0.63 1.80 -2.07
F 2.71 1.09 0.83
*
```



Which of these has the lowest max |F|?
C10H12F3Hg



Which formula does entry 4 have?
C10H12FN